The following is a quantum chemistry calculation of a structure of composition C8F11NO4S3SbSe4W, from OMol25.

Structure (XYZ):
```
33
Properties=species:S:1:pos:R:3:forces:R:3:mulliken_charge:R:1
W -0.18681 -0.91612 -0.86457 0.058 0.054 0.044 1.79
Se -1.95544 1.25667 -6.15778 -0.027 -0.035 0.043 -0.52
Sb -2.78476 -0.04772 -4.32731 0.018 0.049 -0.038 0.66
Se -0.81662 -2.82959 -2.36663 0.009 0.006 0.010 -0.14
Se -0.24247 -0.94695 -3.51993 -0.018 -0.004 -0.031 -0.18
Se -3.91022 -2.13248 -4.60794 0.008 -0.017 -0.016 -0.51
F -0.15734 -0.71021 6.09447 0.002 0.002 0.003 -0.30
C -0.28510 -1.15893 4.84602 -0.004 -0.004 -0.007 0.61
C -1.45208 -0.92398 4.14167 0.003 0.003 0.001 0.20
F -2.44517 -0.24272 4.71516 0.000 -0.001 0.000 -0.30
C -1.57651 -1.40060 2.84966 -0.016 0.004 -0.005 0.66
F -2.70467 -1.14383 2.19265 0.013 0.003 0.001 -0.34
C -0.55677 -2.11407 2.23635 0.002 0.000 -0.008 -0.17
S -0.73408 -2.73451 0.59161 -0.017 -0.003 0.001 -0.40
C 0.60180 -2.33573 2.96492 0.001 0.001 -0.004 0.33
F 1.62195 -2.99952 2.42116 0.010 0.001 0.000 -0.36
C 0.74649 -1.86765 4.25739 -0.005 0.003 0.003 0.20
F 1.87255 -2.09070 4.94076 0.002 -0.003 0.003 -0.31
F 1.64638 -1.10639 -1.22493 -0.008 0.013 0.016 -0.61
C 4.21906 1.49378 -0.61668 0.009 -0.021 -0.017 0.05
F 3.80658 1.10604 -1.78435 -0.009 0.006 0.014 -0.02
F 3.99835 2.77978 -0.59897 -0.001 0.009 -0.007 -0.07
S 0.94981 1.36146 0.42525 0.002 -0.004 0.014 0.70
O 0.37986 -0.10967 0.85346 -0.005 -0.006 -0.015 -0.53
O 0.34044 2.34922 1.28333 0.004 0.004 0.005 -0.65
N 0.19355 1.24642 -1.10110 0.029 -0.095 -0.008 -0.41
S -1.40855 1.57619 -1.38936 -0.028 0.019 0.029 0.73
O -1.84061 -0.04175 -0.95014 -0.025 0.003 -0.021 -0.58
O -2.01774 2.44218 -0.41753 -0.004 0.010 -0.001 -0.54
C 0.93489 2.99637 -3.54461 -0.019 -0.020 -0.034 0.50
F 1.87939 3.52516 -2.78776 -0.008 0.003 0.017 -0.19
F 1.34263 1.86707 -4.08655 0.009 0.010 0.001 -0.13
F 0.54122 3.85279 -4.46772 0.014 0.011 0.006 -0.20
```
Forces are in eV/Å.

charge: -1
spin multiplicity: 3
energy relative to the best compared isomer or geometry (same formula, charge and spin): 107.3 kJ/mol
HOMO (alpha / beta): -0.199 / -0.200 Ha
gap between HOMO and LUMO (alpha / beta): 0.236 / 0.201 Ha
LUMO level (alpha / beta): 0.99 / 0.02 eV